The following is a quantum chemistry calculation of a cluster of 3 separate species, C33H29B4NO8 in total in a non-equilibrium geometry, from the OMol25 dataset.

The geometry in XYZ format:
```
75
Properties=species:S:1:pos:R:3
H 8.4072 0.5911 1.9497
C -4.6979 1.9516 3.8663
H -4.2694 -6.1293 1.8152
C 1.8945 -0.7828 -0.2873
O -1.0552 -0.9907 2.1133
C -3.3437 5.0337 -4.8593
H 4.7525 -1.0844 1.9851
C -2.1046 0.3954 -3.5537
C -4.9587 -1.7448 3.1721
C -3.3631 2.1990 3.5471
C 7.7788 -2.9872 1.2187
O 7.0348 -2.5104 -2.8224
C -2.2228 -1.2108 2.4110
C -4.6391 -4.1123 2.4791
H -1.7717 -0.9461 -0.4432
C -2.0172 -3.5807 1.6804
O -2.5333 2.4204 -5.4343
C -4.1116 -2.8222 2.6234
O 5.9325 0.0921 -1.0798
O 6.4718 1.3567 1.0372
H 6.8090 -2.5792 1.7639
C -2.7984 -2.5593 2.2364
C -2.6755 2.7141 -4.2537
N 3.8629 -2.5947 -0.2759
O 8.3664 0.1539 -0.3513
B 7.2513 -0.6190 -0.9308
C -3.0909 4.0779 -3.8667
C -3.2486 4.4126 -2.5224
C -3.0766 -0.1284 2.9415
H -0.9946 -3.3814 1.3638
H -3.9753 7.0519 -5.2752
H 3.6932 0.4643 1.6773
C -4.4045 -0.3809 3.2840
C -3.9564 6.6394 -3.1596
C -1.8696 -0.5591 -2.5617
H -3.2097 4.7838 -5.9103
C -2.5512 1.1624 3.0844
H -1.9430 -5.6526 1.0873
O -3.0361 3.7359 -0.2840
B 7.8131 0.7000 0.9285
H -4.3049 7.6319 -2.8827
H -2.3788 1.3689 0.1930
B 5.5648 0.3692 0.3543
H 1.5321 0.0428 0.4951
C -2.9502 3.4247 -1.4664
C -2.3038 1.1007 -0.8596
H -2.0274 0.1112 -4.6019
O -6.1092 -1.9775 3.5248
H 8.1143 -3.9756 1.7964
C -3.6882 5.6939 -2.1684
H -5.6604 -4.3270 2.7893
H 1.0934 -1.6676 -0.2654
H 8.3846 -4.1470 -0.7129
H 1.8858 -0.3269 -1.3787
C -2.5496 -4.8623 1.5241
C 4.3064 -0.3856 1.1268
H -1.6124 -1.5789 -2.8397
H -6.2601 0.4758 3.9973
C -2.5542 2.0562 -1.8534
B 7.2946 -2.1979 -1.4000
H -3.8270 5.9580 -1.1213
H 6.5051 -4.0970 -0.3591
H -2.9549 3.2017 3.6531
H 6.0824 -2.1759 -2.9820
H 4.7968 -2.7750 0.1323
H -1.5117 1.3641 2.8319
C -1.9618 -0.2046 -1.2161
C -5.2185 0.6625 3.7414
H -5.3341 2.7622 4.2148
C -2.4426 1.7079 -3.1986
C 7.5059 -3.4558 -0.3439
C -3.8568 -5.1293 1.9301
H 8.6643 -2.1937 1.3041
C 3.4020 -1.3465 0.1505
C -3.7751 6.3123 -4.5031
```

* total energy: -2031.16489 a.u.
* HOMO-LUMO gap: 8.55 eV
* LUMO: -1.248 eV
* structure (SMILES): [H]/N=C(/C)CB1OBOB(B(O)CC)O1.O=C1c2ccccc2C(=O)c2ccccc21.O=C1c2ccccc2C(=O)c2ccccc21

The following is a quantum chemistry calculation of a structure of composition C2H4OS2 in a non-equilibrium geometry, from the OMol25 dataset.

The geometry in XYZ format:
```
9
Properties=species:S:1:pos:R:3
H 1.8912 1.1306 0.0523
S -0.6966 -0.0787 -2.1330
O 0.1153 0.3360 0.5554
H -0.6960 -0.6950 1.4687
S -0.9121 -2.3886 1.2252
C 0.8585 1.3267 -0.1716
H -1.1213 -2.2660 -0.0483
C 0.0645 0.2715 -0.7769
H 0.4966 2.3632 -0.1719
```

* energy above the lowest of the compared OMol25 structures with the same formula, charge and spin: 3.644 eV
* total energy: -950.07476 a.u.
* HOMO-LUMO gap: 8.59 eV
* LUMO: -0.397 eV

The following is a quantum chemistry calculation of a cluster of 9 separate species, C10H38N6O9 in total in a non-equilibrium geometry, from the OMol25 dataset.

The geometry in XYZ format:
```
63
Properties=species:S:1:pos:R:3
C -1.0074 0.5595 4.1200
O 1.9868 -3.8303 -0.3675
H -1.9882 0.1981 -0.7776
O 1.9149 1.7306 0.3427
C 0.2739 4.6076 -0.8689
H 1.6250 -0.7699 -1.5595
H 1.8815 -0.7096 -3.1873
C 1.2868 -0.2374 -2.4260
H 0.5629 -5.7177 -2.7952
H 2.4303 -2.8271 0.7320
C 1.6277 5.2226 -0.9682
H -4.1269 -1.0397 -2.8287
H -1.0550 1.2982 3.3043
H -1.6091 -0.3075 3.7954
H -0.5517 -0.6016 -1.8549
H -2.3477 -1.4994 -1.0914
H -0.9985 -4.4513 -1.5052
C -1.0857 -1.2132 0.3759
N -0.2127 -4.0695 -1.0335
H 2.0549 5.3894 -1.9511
C -2.8880 1.8282 0.4708
O -2.2205 1.6811 -0.7939
H -0.4379 5.2187 -1.4029
H -2.6781 2.7097 1.0361
H 1.8485 2.9810 1.9033
H 0.3514 2.1701 1.6457
H -2.5761 0.9772 1.1307
H -0.4949 -3.4771 -0.1785
H -0.0651 0.5170 0.2115
H 2.7125 1.2972 0.5472
H -1.5197 1.0220 4.9080
H 2.2846 4.5581 -0.4232
H 1.6296 6.1580 -0.5108
H -1.8409 2.5044 -1.0463
N -0.2386 -0.3399 0.7297
H 1.7248 1.4034 2.4092
O -0.1141 -0.3148 -2.6899
C -3.2491 -1.2328 -3.4227
H 1.6036 0.8142 -2.1856
H -0.0714 4.5040 0.1142
O -1.1150 -2.4899 0.9579
H 0.4316 -0.6136 1.5554
O -2.6783 -2.4289 -2.8078
C 1.0047 -4.4736 -1.1708
N 2.8545 -2.1826 1.4397
O 0.2495 0.1868 4.4878
H -2.5273 -0.4663 -3.4312
C 1.4199 2.0629 1.6437
O 3.1619 -0.8555 3.3762
H -1.7747 -2.5203 -3.2204
H 0.5037 -2.1780 2.0164
H -3.6457 -1.4401 -4.4889
H 2.2303 -5.5356 -2.2527
H 0.6451 0.9767 4.9403
N -1.7698 -0.8097 -0.6259
H 3.8816 -2.3528 1.5801
H 0.8004 2.7418 -1.0550
N 1.2224 -5.3329 -2.1147
O 0.3608 3.4263 -1.6202
H 0.8013 -1.0414 3.4754
C 2.3880 -1.5467 2.4641
H -3.9971 1.7756 0.3001
N 1.1298 -1.6135 2.6427
```

* energy above the lowest of the compared OMol25 structures with the same formula, charge and spin: 0.418 eV
* total energy: -1409.38637 a.u.
* HOMO-LUMO gap: 8.66 eV
* LUMO: 0.354 eV
* structure (SMILES): NC(N)=O.NC(N)=O.NC(N)=O.CCO.CO.CO.CO.CO.CO

The following is a quantum chemistry calculation of a cluster of 2 separate species, C3H7NOS in total in a non-equilibrium geometry, from the OMol25 dataset.

The geometry in XYZ format:
```
13
Properties=species:S:1:pos:R:3
H -3.0483 1.0437 1.1404
H -1.7389 -2.3766 0.4849
S -1.4484 -0.5585 -0.5999
H 0.1175 0.8093 -1.8654
H 2.1639 -0.1492 -0.7242
C 0.5529 0.6888 0.4074
H -0.2396 0.4199 1.1617
O -2.3700 1.3661 0.5241
C 1.2459 -0.4301 -0.3603
N -0.9731 -1.7499 0.2750
H 1.3321 -1.3873 0.1767
C 0.0577 0.2643 -0.9219
H 0.8305 1.7197 0.4856
```

* energy above the lowest of the compared OMol25 structures with the same formula, charge and spin: 2.388 eV
* spin multiplicity: 3
* total energy: -646.46881 a.u.
* HOMO-LUMO gap (spin up / spin down): 7.89 / 7.58 eV
* LUMO (spin up / spin down): 0.724 / -2.132 eV